The following is a DFT calculation (ωB97M-V with the def2-TZVPD basis set) of a cluster of 2 separate species, C2H7OS in total.

Summary:
LUMO ... 3.95 eV
Net charge ... -1
Kohn-Sham gap ... 5.367 eV
ΔE to the lowest compared entry with this formula, charge and spin ... 75.1 kcal per mole

Each line ends with the natural charge from an NBO analysis.
Element x y z (Å)
1 O 2.26 -1.95 0.09  -0.96
2 H 1.48 -1.40 0.54  0.50
3 C -0.60 -0.56 0.43  -1.18
4 S -1.97 0.49 -0.06  0.06
5 C -0.83 1.82 -0.71  -0.79
6 H -0.18 -0.69 1.45  0.16
7 H -0.46 -1.41 -0.26  0.17
8 H 2.34 -2.48 0.83  0.44
9 H -0.03 1.98 0.01  0.22
10 H -1.37 2.78 -0.55  0.17
11 H -0.64 1.42 -1.78  0.21

---

The following is a DFT calculation (ωB97M-V with the def2-TZVPD basis set) of a cluster of 7 separate species, C17H40Br8O9S3 in total.

Summary:
LUMO ... 0.17 eV
SMILES ... CCOS(C)(=O)=O.CCOS(C)(=O)=O.CCOS(C)(=O)=O.BrCCBr.BrCCBr.BrCCBr.BrCCBr
Kohn-Sham gap ... 9.912 eV
ΔE to the lowest compared entry with this formula, charge and spin ... 0.0 kcal per mole

Each line ends with the Mulliken charge.
Element x y z (Å)
1 C -5.38 -3.89 0.06  -1.30
2 C -4.65 -2.59 -0.14  0.51
3 O -5.45 -1.53 0.26  -0.38
4 S -4.93 -0.03 -0.13  1.04
5 C -4.00 0.29 1.42  -0.56
6 O -4.08 -0.17 -1.30  -0.34
7 O -6.10 0.86 -0.03  -0.67
8 H -4.79 -4.58 0.67  0.33
9 H -5.63 -4.32 -0.91  0.32
10 H -6.26 -3.73 0.68  0.32
11 H -3.68 -2.68 0.35  0.16
12 H -4.34 -2.64 -1.19  -0.07
13 H -3.48 -0.64 1.64  0.19
14 H -4.57 0.50 2.33  0.39
15 H -3.28 1.08 1.22  0.04
16 C 7.54 1.71 1.36  -1.15
17 C 6.68 1.39 2.51  0.13
18 O 5.82 2.50 2.81  -0.30
19 S 4.50 2.17 3.77  1.03
20 C 4.06 3.91 4.24  -0.90
21 O 3.41 1.60 2.96  -0.28
22 O 5.04 1.47 4.95  -0.65
23 H 7.74 2.78 1.38  0.29
24 H 7.01 1.36 0.48  0.27
25 H 8.52 1.23 1.31  0.35
26 H 6.07 0.51 2.32  0.06
27 H 7.23 1.15 3.41  0.29
28 H 4.09 4.46 3.30  0.32
29 H 4.74 4.35 4.97  0.36
30 H 3.06 3.92 4.67  0.23
31 C -1.49 -5.10 -6.25  -1.18
32 C -1.58 -4.46 -4.90  -0.14
33 O -1.00 -3.17 -4.98  -0.32
34 S -1.18 -2.13 -3.71  1.18
35 C -2.77 -1.29 -4.24  -0.67
36 O -1.45 -3.00 -2.53  -0.63
37 O -0.11 -1.10 -3.68  -0.54
38 H -1.26 -6.16 -6.19  0.33
39 H -0.67 -4.64 -6.81  0.30
40 H -2.38 -4.75 -6.78  0.30
41 H -2.58 -4.41 -4.46  0.33
42 H -1.15 -5.00 -4.05  0.32
43 H -2.84 -0.38 -3.65  -0.01
44 H -3.65 -1.93 -4.33  0.32
45 H -2.65 -0.95 -5.27  0.46
46 Br 1.26 3.61 1.83  -0.11
47 C -0.16 4.03 3.15  -0.67
48 C -1.40 3.37 2.63  -0.63
49 Br -1.96 4.29 0.98  -0.11
50 H -0.21 5.12 3.14  0.44
51 H 0.16 3.71 4.14  0.39
52 H -2.14 3.49 3.43  0.42
53 H -1.37 2.29 2.47  0.31
54 Br -3.68 2.63 -2.86  -0.12
55 C -1.87 3.31 -2.69  -0.01
56 C -1.32 3.86 -3.97  -0.78
57 Br -0.93 2.22 -5.14  -0.19
58 H -1.18 2.57 -2.29  -0.06
59 H -1.84 4.23 -2.10  0.22
60 H -0.38 4.39 -3.87  0.43
61 H -2.00 4.51 -4.52  0.43
62 Br 4.06 -1.93 1.46  -0.19
63 C 2.79 -2.24 2.89  -0.36
64 C 3.54 -2.68 4.25  -0.62
65 Br 2.27 -2.93 5.76  -0.18
66 H 2.06 -2.99 2.61  0.45
67 H 2.42 -1.23 3.06  0.13
68 H 4.29 -1.98 4.62  0.35
69 H 3.97 -3.67 4.07  0.40
70 Br -0.34 -1.21 1.61  -0.20
71 C 0.02 -0.35 -0.04  -0.30
72 C 1.44 0.34 -0.05  0.02
73 Br 1.51 1.48 -1.68  -0.18
74 H -0.86 0.22 -0.32  0.12
75 H -0.03 -1.09 -0.83  0.30
76 H 2.28 -0.35 -0.12  0.20
77 H 1.47 1.00 0.82  0.01

---

The following is a DFT calculation (ωB97M-V with the def2-TZVPD basis set) of a structure of composition C15H15CrI2N2O7P2S5.

Summary:
LUMO (alpha / beta) ... -1.14 / -0.91 eV
Multiplicity ... 2
⟨S²⟩ ... 0.767
Kohn-Sham gap (alpha / beta) ... 6.310 / 6.522 eV
ΔE to the lowest compared entry with this formula, charge and spin ... 107.8 kcal per mole

Each line ends with the natural charge from an NBO analysis.
Element x y z (Å)
1 Cr 0.16 -0.09 -0.07  1.02
2 N -1.85 -0.21 3.62  -0.88
3 C -2.41 0.34 2.36  -0.61
4 C -3.86 0.79 2.49  -0.65
5 P -1.35 1.85 2.09  1.38
6 O -1.79 2.18 0.57  -0.98
7 O 0.74 0.61 2.90  -0.42
8 O 0.14 1.08 1.69  -0.55
9 P -2.30 -1.06 1.16  2.38
10 O -2.58 -0.38 -0.28  -1.01
11 O -3.29 -2.08 1.52  -1.09
12 O -0.80 -1.39 1.00  -1.05
13 H -2.23 0.29 4.42  0.38
14 H 0.01 0.07 3.30  0.50
15 H -2.13 -1.19 3.74  0.40
16 H -3.95 1.56 3.27  0.21
17 H -4.49 -0.05 2.76  0.25
18 H -4.23 1.23 1.56  0.23
19 H -1.36 2.96 0.20  0.52
20 H -3.50 -0.41 -0.56  0.53
21 I 0.66 4.11 -2.84  0.19
22 C 0.40 2.14 -3.42  -0.24
23 C 0.31 1.80 -4.79  -0.22
24 C 0.12 0.52 -5.20  -0.16
25 I -0.02 0.11 -7.24  0.17
26 C 0.01 -0.53 -4.24  -0.11
27 C -0.21 -1.90 -4.50  -0.11
28 C -0.32 -2.79 -3.46  -0.25
29 C -0.21 -2.32 -2.14  0.11
30 N 0.00 -1.06 -1.87  -0.43
31 C 0.11 -0.16 -2.90  0.10
32 C 0.32 1.17 -2.46  0.35
33 O 0.39 1.38 -1.14  -0.68
34 H 0.39 2.59 -5.53  0.24
35 H -0.29 -2.24 -5.52  0.24
36 H -0.49 -3.84 -3.64  0.23
37 H -0.30 -2.99 -1.29  0.22
38 C 2.73 -2.45 2.91  -0.74
39 S 3.73 -1.08 3.52  0.30
40 C 3.66 0.18 2.31  -0.36
41 C 3.12 0.29 1.08  -0.44
42 S 2.22 -0.91 0.16  0.01
43 S 3.39 1.82 0.27  0.50
44 C 4.31 2.60 1.50  -0.58
45 S 4.90 4.12 1.39  -0.07
46 S 4.52 1.59 2.88  0.48
47 H 2.73 -3.14 3.75  0.23
48 H 3.18 -2.93 2.04  0.23
49 H 1.71 -2.14 2.67  0.24

---

no.,E_tot (eV)
1,-15068.1510
2,-629547.4559
3,-150490.2098